The following is a DFT calculation (ωB97M-V/def2-TZVPD) of a 2-piece molecular cluster, CH3NO2S2 overall in a non-equilibrium geometry.

Cartesian coordinates (Å):
H  0.64545  -1.59859  1.02716
S  1.05808  -2.16000  -0.09590
S  -3.93938  -1.35797  0.12937
N  -2.21310  0.80461  -0.22129
O  -2.43947  2.07809  0.26693
H  0.63771  -1.34128  -0.94409
O  -1.07696  0.51144  -0.66246
H  -1.60652  2.45031  0.47343
C  -3.03436  -0.12476  0.17520

Values from the calculation:
Charge ... 0
Energy relative to the best compared isomer or geometry (same formula, charge and spin) ... 64.5 kcal/mol
Total energy ... -28334.583 eV
Spin multiplicity ... 3
E_HOMO (alpha / beta) ... -7.512 / -9.621 eV
⟨S²⟩ ... 2.0171

***

The following is a DFT calculation (ωB97M-V/def2-TZVPD) of C36H46Cl5N2O4SeZr as an isolated structure in a non-equilibrium geometry.

Cartesian coordinates (Å):
C  2.13780  0.37301  1.16461
C  3.02336  0.57047  0.11984
H  -0.36608  -5.24048  1.12291
H  -1.39008  -1.33093  2.30527
H  -5.03194  -0.42457  -5.70914
C  -6.63832  -0.74379  3.26378
H  -0.05551  3.28570  -1.68463
H  -6.73673  1.84642  -2.45329
H  -7.67446  -0.86501  3.58971
C  -7.31446  0.84042  1.44086
H  -2.97018  4.59541  -3.71655
C  -5.71436  0.92491  -4.14392
H  0.16820  -0.96768  2.72719
O  0.76328  -1.85177  -0.29573
H  -2.14763  4.80249  4.43190
H  -5.16504  2.10570  -5.89770
Cl  1.82705  -0.12143  3.83060
H  1.26161  -5.07594  1.87512
C  -4.40089  -0.02925  1.35293
H  -1.43052  5.39301  -3.39623
C  -2.81908  2.06004  2.39721
H  -3.09791  3.38412  4.87666
C  -0.94689  3.20891  -5.01230
C  -1.98989  3.21421  2.99223
C  -2.12184  2.01458  -3.13841
C  -1.57924  4.19952  1.88517
H  -6.25854  1.60785  4.65125
Cl  5.36289  0.82878  -1.21363
H  -5.72214  -1.25599  -4.30666
H  0.76153  2.52875  -3.06336
H  -6.78557  2.71109  3.36093
C  2.77871  0.10963  2.36667
H  -8.36739  0.70627  1.70553
H  -5.84900  3.06428  -4.56672
C  -4.14976  1.85470  2.77443
Se  -2.37005  -1.05051  -0.39500
H  -4.97813  -0.84248  0.92760
C  -4.34849  0.97054  -3.45317
C  -4.01671  0.01951  -2.48932
H  -1.00271  5.01966  2.32234
H  -1.85888  3.22597  -5.61294
C  -4.96457  0.83932  2.27739
H  -0.05699  2.19163  2.99470
H  -6.78678  -0.43257  -5.45620
H  -7.81172  1.00547  -3.58562
C  -1.77910  0.98856  -2.26020
H  -0.05034  -3.35172  2.35766
C  -1.25178  3.23455  -3.50849
H  -6.43020  -1.52291  2.52473
C  -5.90690  2.10747  -5.09426
H  1.05771  -5.99101  0.37428
Cl  4.87903  -0.30884  4.03553
C  -3.09345  0.14877  0.94882
C  -2.03611  4.51422  -3.15967
C  0.70307  -5.14224  0.94235
C  -2.29218  1.18364  1.44218
C  -2.78391  4.00879  4.03459
C  -6.42928  0.66379  2.68518
H  -4.72889  -0.73436  -2.16988
H  -1.02318  1.92415  4.45742
O  -0.52981  0.79947  -1.73988
H  -7.90040  1.50772  4.01111
C  4.16548  0.03930  2.51492
H  -5.98754  -0.90810  4.12789
H  -7.19212  1.84148  1.01986
H  -0.96844  3.72950  1.11910
C  -6.85750  1.68695  3.73870
C  -0.74188  2.65780  3.69479
H  0.54939  4.27637  -3.00856
H  -7.06772  0.11338  0.66170
O  -1.01075  1.28787  0.97768
N  -0.42873  -1.32732  1.99127
H  -4.57539  2.53596  3.49497
H  -0.38354  2.31022  -5.27815
H  -6.82753  0.07673  -2.45340
N  -0.03846  -2.63180  1.65924
H  -2.27559  4.53946  -2.09204
H  -3.64724  2.70973  -4.44003
H  -0.20502  3.46925  4.19409
Cl  6.69170  0.19748  1.56082
C  4.99002  0.26020  1.40943
H  -2.46486  4.62631  1.40584
H  -3.66893  4.48278  3.59958
O  0.96722  -3.99001  0.11437
C  -2.76951  0.06097  -1.91108
C  0.57801  -2.80523  0.47911
C  4.40658  0.53707  0.17903
H  -0.34836  4.08179  -5.28732
C  -5.81795  -0.37677  -4.95038
C  -3.39496  1.94052  -3.72272
C  0.07968  3.32146  -2.76370
H  -6.89380  2.04227  -5.55617
Zr  0.10693  0.16056  -0.03754
Cl  2.25989  0.88469  -1.43822
C  -6.83602  0.96436  -3.09287

Values from the calculation:
Charge ... +1
Energy relative to the best compared isomer or geometry (same formula, charge and spin) ... 15.9 kcal/mol
Total energy ... -178486.783 eV
E_HOMO ... -10.748 eV

***

The following is a DFT calculation (ωB97M-V/def2-TZVPD) of an isolated molecule of C22H29N3O4S2.

Cartesian coordinates (Å):
H  0.01725  3.50678  3.47848
H  -2.03527  0.76356  2.01480
C  -1.42582  0.55327  2.90719
C  0.60290  -4.11528  -3.85160
C  -0.17942  -0.18250  2.49410
H  1.14021  -1.84950  -0.13167
H  0.70433  -4.15857  -1.67763
H  -3.00640  4.49058  1.70221
C  0.88190  -0.30963  3.38308
H  -2.53604  2.41623  -0.83017
C  2.88924  -3.45172  -3.91343
O  1.11081  -0.89682  -4.07053
C  0.91811  0.88924  -1.63731
H  3.94016  -3.73653  -3.90973
H  -2.72612  1.61629  4.90865
C  -3.18086  3.08676  3.37135
H  2.75151  -2.60497  -4.58448
C  -0.43531  2.50680  -0.51875
O  -1.54045  4.85479  -0.11518
C  -0.40877  2.73140  2.82442
C  -0.23046  0.34665  -2.18074
C  2.38556  -3.07142  -2.51867
H  -3.67940  2.34898  2.74162
H  0.40090  2.25433  2.27044
C  -0.07018  -0.74351  1.23046
N  -1.08412  1.76252  3.64405
O  0.71945  4.46291  0.80486
S  -0.09330  -1.03916  -3.31405
H  -2.01009  -0.08267  3.58104
C  -1.58564  1.95986  -1.05658
H  1.98692  -4.77051  -5.41062
S  -0.59551  3.97405  0.50411
H  -0.88798  -0.65326  0.52894
N  0.04475  -2.29771  -2.20619
H  2.92120  -3.62855  -1.74910
C  -1.48186  0.86367  -1.89819
C  2.13397  -1.53386  1.74350
H  -1.99105  4.87556  3.11112
C  0.81428  1.98384  -0.79248
H  2.85334  -1.06701  3.70555
C  0.89157  -3.45084  -2.49304
H  -2.34567  0.41635  -2.36489
H  0.21224  -3.35595  -4.53062
H  0.79463  0.13216  4.36368
H  -0.89712  -2.57808  -1.97431
H  2.24737  -5.51514  -3.82509
C  1.07901  -1.41918  0.85563
C  -2.39341  4.05853  2.49338
C  -2.20835  2.38186  4.32725
H  3.03313  -2.05571  1.45125
H  1.87473  0.46865  -1.90164
N  -1.31665  3.32671  1.85737
C  2.03286  -0.97767  3.00884
C  1.96803  -4.59183  -4.33725
H  -0.12697  -4.92071  -3.77152
H  -1.79220  3.11711  5.02339
H  2.51162  -2.00872  -2.32731
O  -1.34056  -1.16708  -4.01532
H  -3.93888  3.62785  3.93749
H  1.68186  2.45681  -0.36015

Values from the calculation:
Charge ... 0
Energy relative to the best compared isomer or geometry (same formula, charge and spin) ... 2.5 kcal/mol
SMILES ... O=S(=O)(NC1CCCC1)c1ccc(S(=O)(=O)N2CCCN(Cc3ccccc3)C2)cc1
Total energy ... -57614.921 eV
E_HOMO ... -9.066 eV

***

Look up the charge of the third one.
0

***

Which formula does entry 2 have?
C36H46Cl5N2O4SeZr

***

The lowest energy relative to the best compared isomer or geometry (same formula, charge and spin) belongs to which entry?
C22H29N3O4S2

***

Repeat the third record exactly.
The following is a DFT calculation (ωB97M-V/def2-TZVPD) of an isolated molecule of C22H29N3O4S2.

Cartesian coordinates (Å):
H  0.01725  3.50678  3.47848
H  -2.03527  0.76356  2.01480
C  -1.42582  0.55327  2.90719
C  0.60290  -4.11528  -3.85160
C  -0.17942  -0.18250  2.49410
H  1.14021  -1.84950  -0.13167
H  0.70433  -4.15857  -1.67763
H  -3.00640  4.49058  1.70221
C  0.88190  -0.30963  3.38308
H  -2.53604  2.41623  -0.83017
C  2.88924  -3.45172  -3.91343
O  1.11081  -0.89682  -4.07053
C  0.91811  0.88924  -1.63731
H  3.94016  -3.73653  -3.90973
H  -2.72612  1.61629  4.90865
C  -3.18086  3.08676  3.37135
H  2.75151  -2.60497  -4.58448
C  -0.43531  2.50680  -0.51875
O  -1.54045  4.85479  -0.11518
C  -0.40877  2.73140  2.82442
C  -0.23046  0.34665  -2.18074
C  2.38556  -3.07142  -2.51867
H  -3.67940  2.34898  2.74162
H  0.40090  2.25433  2.27044
C  -0.07018  -0.74351  1.23046
N  -1.08412  1.76252  3.64405
O  0.71945  4.46291  0.80486
S  -0.09330  -1.03916  -3.31405
H  -2.01009  -0.08267  3.58104
C  -1.58564  1.95986  -1.05658
H  1.98692  -4.77051  -5.41062
S  -0.59551  3.97405  0.50411
H  -0.88798  -0.65326  0.52894
N  0.04475  -2.29771  -2.20619
H  2.92120  -3.62855  -1.74910
C  -1.48186  0.86367  -1.89819
C  2.13397  -1.53386  1.74350
H  -1.99105  4.87556  3.11112
C  0.81428  1.98384  -0.79248
H  2.85334  -1.06701  3.70555
C  0.89157  -3.45084  -2.49304
H  -2.34567  0.41635  -2.36489
H  0.21224  -3.35595  -4.53062
H  0.79463  0.13216  4.36368
H  -0.89712  -2.57808  -1.97431
H  2.24737  -5.51514  -3.82509
C  1.07901  -1.41918  0.85563
C  -2.39341  4.05853  2.49338
C  -2.20835  2.38186  4.32725
H  3.03313  -2.05571  1.45125
H  1.87473  0.46865  -1.90164
N  -1.31665  3.32671  1.85737
C  2.03286  -0.97767  3.00884
C  1.96803  -4.59183  -4.33725
H  -0.12697  -4.92071  -3.77152
H  -1.79220  3.11711  5.02339
H  2.51162  -2.00872  -2.32731
O  -1.34056  -1.16708  -4.01532
H  -3.93888  3.62785  3.93749
H  1.68186  2.45681  -0.36015

Values from the calculation:
Charge ... 0
Energy relative to the best compared isomer or geometry (same formula, charge and spin) ... 2.5 kcal/mol
SMILES ... O=S(=O)(NC1CCCC1)c1ccc(S(=O)(=O)N2CCCN(Cc3ccccc3)C2)cc1
Total energy ... -57614.921 eV
E_HOMO ... -9.066 eV